Entry 1:
Entry from OMol25: 9 unconnected molecules or ions with the total composition C46H49ClN10O2PS (the ωB97M-V functional and the def2-TZVPD basis).

Values from the calculation:
E_HOMO   -2.54 eV
Total charge   -1
Kohn-Sham gap   4.096 eV
Max |F|   0.0582 Eh/bohr
Spin multiplicity   1
Electronic energy   -100136.17852 eV

Cartesian coordinates (Å):
Cl  4.435  8.133  0.930
S  1.555  6.139  1.650
P  4.318  8.131  3.087
O  5.809  8.860  3.604
O  0.100  6.327  3.993
N  5.262  -0.871  -1.031
N  -3.144  -0.254  4.279
N  0.314  8.508  4.529
N  0.993  8.335  3.356
N  2.310  -2.211  -7.267
N  1.429  -3.554  -2.699
N  -2.871  -2.060  -5.199
N  1.697  1.395  0.831
N  -6.951  1.268  1.601
N  -4.399  -3.598  7.051
C  3.078  -2.099  -9.541
C  -8.061  1.892  1.194
C  -2.698  -2.930  -7.433
C  -6.024  1.017  0.671
C  -0.203  7.330  4.893
C  7.119  -2.272  -1.628
C  3.225  -2.457  -8.210
C  6.633  -2.394  -2.921
C  -2.983  -3.664  9.452
C  5.455  -1.748  -3.259
C  -3.732  -1.403  4.625
C  -3.946  0.801  4.088
C  -5.908  -0.444  4.590
C  1.149  -0.936  0.625
C  0.556  1.561  1.508
C  -0.027  -0.738  1.331
C  2.613  -5.425  -4.392
C  -3.714  -2.542  9.098
C  -1.523  -3.585  -7.101
C  -1.736  -2.705  -4.903
C  0.948  -1.186  -8.961
C  -7.316  2.009  -1.061
C  4.814  -1.001  -2.282
C  1.912  -1.451  -9.920
C  -5.323  0.760  4.232
C  5.831  6.210  4.327
C  -1.027  -3.473  -5.813
C  1.195  -1.583  -7.655
C  -8.293  2.279  -0.116
C  -3.328  -2.183  -6.449
C  0.743  -4.595  -3.179
C  -2.966  -4.753  8.596
C  6.399  -1.505  -0.727
C  -4.402  -2.561  7.894
C  0.852  7.043  3.066
C  -3.684  -4.669  7.414
C  1.284  -5.553  -4.022
C  -0.334  0.534  1.785
C  -6.155  1.365  -0.664
C  4.126  5.297  2.708
C  4.328  6.419  3.795
C  -5.100  -1.552  4.791
C  3.345  -4.352  -3.909
C  1.972  0.158  0.405
C  2.710  -3.450  -3.069
C  2.624  4.867  2.461
H  5.861  9.662  3.051
H  2.906  0.053  -0.140
H  -6.983  -0.518  4.710
H  -5.135  0.508  1.031
H  3.241  -2.598  -2.664
H  2.177  4.651  3.471
H  -3.114  -2.995  -8.430
H  -1.243  0.726  2.341
H  -4.990  -1.707  7.575
H  -5.370  1.138  -1.373
H  -7.458  2.297  -2.096
H  4.629  4.368  3.117
H  3.073  -6.152  -5.051
H  -3.751  -1.672  9.740
H  4.384  -4.218  -4.178
H  -2.433  -3.689  10.385
H  -0.780  7.260  5.833
H  6.737  -1.382  0.297
H  3.890  -0.474  -2.500
H  1.758  -1.156  -10.951
H  -0.113  -3.970  -5.521
H  6.053  6.884  5.197
H  -5.921  1.645  4.067
H  8.036  -2.761  -1.327
H  4.118  -2.969  -7.867
H  3.853  -2.323  -10.262
H  -0.698  -1.567  1.527
H  2.600  3.924  1.853
H  -8.795  2.084  1.971
H  -2.407  -5.647  8.838
H  -5.520  -2.508  5.071
H  0.473  -1.395  -6.869
H  -3.058  -2.241  4.775
H  -3.698  -5.494  6.710
H  -1.390  -2.589  -3.881
H  -4.249  -1.648  -6.660
H  -0.294  -4.650  -2.863
H  -0.998  -4.179  -7.841
H  0.680  -6.378  -4.379
H  1.422  -1.916  0.254
H  6.596  6.486  3.537
H  0.358  2.576  1.839
H  0.026  -0.683  -9.218
H  5.044  -1.820  -4.257
H  4.660  5.501  1.730
H  6.030  5.138  4.600
H  -3.442  1.721  3.806
H  7.166  -2.986  -3.656
H  -9.213  2.779  -0.389

Here are the Löwdin charges for atoms 1 to 2, given in e: -0.0310, 0.8470



Entry 2:
Entry from OMol25: a molecular structure, C41H41AsCl3NO3OsP2Si (the ωB97M-V functional and the def2-TZVPD basis).

Values from the calculation:
E_HOMO (alpha / beta)   -12.74 / -13.90 eV
Total charge   +2
Expectation value of S²   6.015
Kohn-Sham gap (alpha / beta)   7.845 / 6.970 eV
Relative energy (zero: lowest compared OMol25 entry of this formula, charge and spin)   0.0 kcal per mole
Max |F|   0.0066 Eh/bohr
Spin multiplicity   5
Electronic energy   -178134.87497 eV

Cartesian coordinates (Å):
Os  -0.939  0.584  -0.326
As  1.180  -4.101  0.734
Cl  -3.800  -0.839  -2.661
Cl  -2.783  -2.508  0.063
Cl  -4.480  0.291  0.308
P  0.178  0.046  -2.381
P  -0.380  2.963  -0.094
Si  -2.987  -0.635  -0.813
O  -1.624  2.378  -2.850
O  0.293  -0.909  0.526
O  0.571  -2.306  2.235
N  -1.605  0.468  1.786
C  -0.967  -1.149  -4.645
C  -1.885  3.656  -2.347
C  3.422  4.077  -0.990
C  4.556  -1.196  -1.693
C  -1.196  4.732  3.544
C  2.039  3.953  -1.021
C  -2.948  5.784  -2.563
C  -1.258  5.451  -0.889
C  -2.567  4.561  3.625
C  4.001  -0.157  -0.957
C  -1.740  -3.426  -4.673
C  -0.552  -1.308  -3.328
C  -2.133  6.292  -1.551
C  4.146  3.551  0.069
C  2.665  0.178  -1.123
C  -0.556  2.365  -3.743
C  1.603  2.258  -5.488
C  1.488  1.330  -4.470
C  3.493  2.890  1.105
C  -0.454  3.291  -4.770
C  -0.488  4.240  2.452
C  3.768  -1.907  -2.587
C  -1.160  3.565  1.439
C  -0.726  -2.535  -2.688
C  2.116  2.758  1.078
C  -3.248  3.897  2.608
C  0.120  -1.272  1.745
C  1.053  -5.198  -0.870
C  -1.561  -2.211  -5.314
C  -1.320  -3.589  -3.357
C  2.430  -1.575  -2.754
C  1.872  -0.523  -2.028
C  -0.668  -0.313  2.618
C  0.624  3.235  -5.638
C  -1.138  4.109  -1.268
C  -2.821  4.465  -2.970
C  0.408  1.374  -3.584
C  0.789  -5.254  2.217
C  3.004  -3.522  0.845
C  -2.549  3.405  1.520
C  1.383  3.304  0.021
H  0.039  -5.574  -0.979
H  4.060  2.483  1.932
H  3.932  4.590  -1.795
H  4.196  -2.713  -3.169
H  0.581  4.400  2.394
H  -4.322  3.774  2.659
H  -1.183  -0.861  3.404
H  -2.529  0.039  1.815
H  -3.091  2.906  0.722
H  3.658  -4.385  0.723
H  0.050  0.357  3.095
H  1.744  -6.034  -0.748
H  -0.668  5.260  4.327
H  3.190  -2.802  0.049
H  -0.406  -2.655  -1.658
H  -1.887  -2.083  -6.337
H  -1.209  4.054  -4.892
H  5.222  3.658  0.094
H  -2.210  -4.249  -5.194
H  -0.841  -0.203  -5.155
H  2.257  1.000  -0.549
H  -2.211  7.329  -1.258
H  2.446  2.219  -6.164
H  -0.686  5.824  -0.048
H  3.162  -3.059  1.815
H  2.244  0.564  -4.357
H  1.044  -4.738  3.138
H  -1.471  -4.538  -2.859
H  4.606  0.405  -0.258
H  1.377  -6.166  2.112
H  1.605  2.238  1.881
H  -0.270  -5.499  2.210
H  0.696  3.958  -6.439
H  -3.112  4.950  4.475
H  -3.671  6.425  -3.049
H  1.331  -4.607  -1.740
H  5.602  -1.448  -1.574
H  1.831  -2.121  -3.473
H  1.477  4.358  -1.853
H  -3.418  4.061  -3.777
H  -1.729  1.404  2.172

Here are the Löwdin charges for atoms 1 to 2, given in e: 1.0073, 1.2624